Record 1
This record from the OMol25 dataset describes a molecular structure, C22H14ClF3IN2OSTa at a distorted geometry. The level of theory is the ωB97M-V functional and the def2-TZVPD basis.

## Properties
Spin multiplicity ... 1
Max |F| ... 3.8 eV/Å
ΔE to the lowest compared entry with this formula, charge and spin ... 21.9 kcal/mol
Charge ... +2
HOMO (alpha / beta) ... -14.44 / -14.44 eV

```
46
Properties=species:S:1:pos:R:3:nbo_charge:R:1
Ta 1.16208 0.93134 0.64621 2.11
I 0.84058 0.69714 5.57421 0.29
Cl -2.35532 -3.94206 4.57391 0.12
S 3.54578 1.35814 0.18281 0.06
F 5.78738 0.83374 -1.39699 -0.30
F 5.75518 1.96104 -3.23229 -0.29
F 5.64338 -0.18966 -3.28339 -0.30
O 0.73348 0.46474 2.33251 -0.68
N 1.61288 0.86794 -1.46879 -0.66
N -0.32082 -1.21326 0.71461 -0.52
C 1.00668 0.66564 -2.65049 0.10
C 2.96478 1.03344 -1.42469 0.11
C -0.07352 -0.68766 4.30451 -0.15
C -1.67542 -3.10886 0.21851 -0.26
C -1.47252 1.99624 0.08281 -0.14
C -1.31492 -2.50756 2.52281 -0.05
C 0.07388 -0.50346 2.93151 0.22
C -1.73952 2.03274 -1.29809 -0.13
C -3.45252 0.36994 -1.02389 -0.15
C -2.27602 1.18294 0.90531 -0.18
C 3.08648 0.73994 -3.80319 -0.03
C -1.89742 -3.35006 1.55871 -0.08
C -0.82042 -1.76266 4.79821 -0.25
C -3.24862 0.37454 0.35141 -0.20
C -0.35412 2.75634 0.65981 -0.68
C 5.25438 0.89804 -2.61329 0.98
C -0.53392 -1.43086 2.03611 0.11
C -0.86972 -2.03436 -0.16219 0.11
C -2.72242 1.22624 -1.84049 -0.23
C 1.69928 0.63344 -3.84229 -0.23
C -1.44082 -2.65386 3.94241 0.00
C 3.73258 0.92544 -2.58889 -0.18
H -1.20952 2.74144 -1.92239 0.22
H 3.67368 0.66124 -4.70679 0.27
H -0.67082 -1.84096 -1.20839 0.22
H -2.10752 -3.74726 -0.53679 0.26
H -0.03502 3.58864 0.03051 0.25
H -4.20352 -0.27266 -1.45579 0.24
H -2.92842 1.26264 -2.90029 0.24
H -0.90892 -1.89646 5.86741 0.27
H -2.51642 -4.17716 1.87081 0.26
H -2.14672 1.23584 1.97911 0.23
H -0.06932 0.54024 -2.61289 0.24
H 1.18228 0.50284 -4.77939 0.27
H -0.53352 3.08974 1.68211 0.26
H -3.85682 -0.25266 0.98521 0.24
```

Record 2
This record from the OMol25 dataset describes a molecular structure, C17H32F2P3Sc. The level of theory is the ωB97M-V functional and the def2-TZVPD basis.

## Properties
Spin multiplicity ... 1
Max |F| ... 0.5 eV/Å
ΔE to the lowest compared entry with this formula, charge and spin ... 0.6 kcal/mol
Charge ... +2
HOMO ... -15.41 eV

```
55
Properties=species:S:1:pos:R:3:nbo_charge:R:1
Sc 0.25679 -0.70578 -0.96696 1.69
P -2.31453 -1.40793 -0.55074 0.76
P 0.19336 1.85791 0.04212 0.73
P 2.64380 -0.24414 0.18288 0.76
F 1.38404 -1.15008 -2.77480 -0.39
F 1.05378 -2.72880 -1.30548 -0.38
C -2.85579 -3.13442 -0.29756 -0.70
C -2.08677 -4.17506 -1.10790 -0.61
C -2.10691 0.24520 -2.77229 -0.59
C 2.32763 3.11507 3.30496 -0.18
C 0.68204 3.11289 -1.19150 -0.92
C -2.85269 -0.55814 2.05798 -0.61
C 1.36924 3.00642 2.30839 -0.12
C -2.89799 -0.94513 -2.22814 -0.71
C 2.49883 1.05979 1.43691 -0.34
C -1.33771 2.55667 0.73578 -0.93
C 3.36962 2.20240 3.37372 -0.16
C 1.43778 1.98190 1.36914 -0.36
C 3.84355 0.37371 -1.04143 -0.92
C 0.40585 -2.15834 -2.44279 0.02
C -3.34796 -0.45109 0.61502 -0.70
C 3.47955 -1.66371 0.94855 -0.93
C 3.45589 1.18118 2.43990 -0.17
H -2.95650 -1.57046 2.44614 0.23
H -2.77996 -3.34297 0.77091 0.25
H -1.20092 3.59695 1.02950 0.26
H -3.34748 0.58817 0.28402 0.23
H -3.92077 -3.15677 -0.54549 0.25
H 4.06077 -0.41874 -1.75887 0.26
H 3.52638 -2.47325 0.21967 0.27
H -1.79997 -0.27359 2.14322 0.19
H -3.96642 -0.72139 -2.20336 0.26
H -1.04127 -0.01478 -2.91720 0.16
H 4.27462 0.47560 2.49924 0.23
H -1.67114 1.97936 1.59672 0.26
H -2.19046 1.12455 -2.13302 0.21
H -2.15789 -3.98693 -2.18015 0.21
H 0.33362 -2.87830 -3.24796 0.21
H -4.37595 -0.80849 0.52272 0.26
H -3.43012 0.09759 2.70798 0.25
H -1.03499 -4.20845 -0.82192 0.21
H -2.10730 2.53521 -0.03485 0.25
H -0.09074 3.18347 -1.95895 0.26
H -2.76258 -1.81177 -2.87613 0.25
H 4.76968 0.67339 -0.55082 0.27
H 0.80150 4.08924 -0.72160 0.27
H 4.11522 2.28518 4.15265 0.25
H 4.49716 -1.41896 1.25088 0.26
H 1.62394 2.84122 -1.66675 0.25
H 2.91714 -2.00289 1.81816 0.26
H -2.50384 -5.16371 -0.92421 0.25
H -2.44766 0.53397 -3.76619 0.27
H 0.56597 3.73140 2.27766 0.22
H 2.25813 3.91396 4.03069 0.25
H 3.44044 1.23167 -1.57844 0.25
```

Record 3
This record from the OMol25 dataset describes a molecular structure, C18H19IrN2O4Te. The level of theory is the ωB97M-V functional and the def2-TZVPD basis.

## Properties
Spin multiplicity ... 6
Max |F| ... 0.3 eV/Å
ΔE to the lowest compared entry with this formula, charge and spin ... 11.2 kcal/mol
Charge ... +1
HOMO (alpha / beta) ... -10.54 / -11.29 eV

```
45
Properties=species:S:1:pos:R:3:nbo_charge:R:1
Ir 0.61493 0.21323 0.30534 1.35
Te -0.55802 -2.16812 3.12955 1.24
O -0.78310 -1.55713 0.33036 -0.75
O 1.94909 0.97811 -1.16187 -0.68
O 0.90550 0.06520 2.49232 -0.82
O 0.27911 2.01748 1.73293 -0.66
N -1.90697 -0.33922 -1.26017 -0.35
N -0.79741 0.39713 -1.27996 -0.31
C -4.20909 -1.90734 -0.78016 -0.18
C 0.33201 2.13695 -2.51888 -0.17
C 0.14819 3.16329 -3.49492 -0.15
C 0.60159 1.30759 2.70350 0.80
C 0.63341 1.85400 4.09437 -0.73
C -5.27580 -2.78256 -0.66436 -0.20
C 1.67178 1.88487 -2.01536 0.46
C 1.18907 3.90329 -3.94662 -0.22
C 2.73853 2.67683 -2.53463 -0.24
C 1.12116 -3.01704 2.19579 -0.91
C -2.77229 -3.54078 0.26132 -0.20
C -2.95179 -2.28114 -0.30822 -0.08
C 2.50136 3.64711 -3.45352 -0.13
C -5.09267 -4.03524 -0.09394 -0.17
C -0.78417 1.36657 -2.18624 0.13
C 0.43734 -1.95809 4.98074 -0.94
C -1.81140 -1.35303 -0.39507 0.59
C -3.83847 -4.41765 0.36408 -0.21
H 3.73088 2.47377 -2.15695 0.23
H -0.85366 3.33442 -3.86835 0.22
H 3.32592 4.24161 -3.82583 0.23
H 0.59245 -2.94464 5.41465 0.25
H 1.03594 4.68013 -4.68193 0.23
H -0.16742 -1.35517 5.65276 0.25
H -3.69346 -5.40091 0.79127 0.22
H -4.33888 -0.93237 -1.22807 0.24
H -1.78531 -3.84422 0.58800 0.21
H 1.38842 -1.47129 4.77642 0.26
H 1.22887 2.76562 4.10211 0.26
H -5.92759 -4.71862 -0.01234 0.23
H 1.43702 -3.87988 2.77815 0.25
H -6.25309 -2.48943 -1.02328 0.23
H 1.89325 -2.24965 2.19566 0.26
H 0.85265 -3.29608 1.18220 0.26
H -1.71536 1.52228 -2.72474 0.22
H -0.38002 2.12938 4.38832 0.25
H 1.04407 1.13536 4.79803 0.23
```